[1]
Here is C19H24Br2IrN2O3 as an isolated structure from the OMol25 dataset. Energies are from the ωB97M-V functional and the def2-TZVPD basis.

Cartesian coordinates (Å):
C 3.532 -3.125 -1.572
H -2.707 2.065 -1.591
H 0.716 -4.648 -3.645
H -1.766 3.353 -2.353
N -1.820 -4.777 -2.972
C 2.850 -4.433 -3.447
H -0.881 -0.910 3.177
Br 4.837 -2.329 -0.498
C -0.875 1.895 3.493
C -0.573 0.907 -0.308
H -3.045 2.085 3.323
Br -0.752 -2.918 1.099
Ir -0.644 -3.189 -1.443
C -0.666 1.608 0.973
H 3.066 -5.022 -4.327
H -1.906 3.300 -0.605
C -0.688 -1.036 1.005
C -1.811 2.679 -1.497
C 0.346 2.829 3.535
H 1.905 -2.379 -0.381
C 3.867 -3.876 -2.691
N 1.231 -3.513 -1.987
C -0.463 1.102 -2.876
O -1.518 -3.564 -3.214
C 1.535 -4.236 -3.077
C -0.530 1.802 -1.520
H 0.396 3.495 2.671
O -0.424 -1.225 -1.375
H 1.634 2.136 -1.359
H -2.157 3.381 2.502
H -0.029 0.433 4.877
H 0.688 3.374 -0.515
H -0.952 1.724 5.631
H -2.262 3.365 4.254
H -0.659 2.686 0.923
C -2.163 2.726 3.377
C -0.553 -0.492 -0.270
H 0.282 3.463 4.419
H 0.447 0.517 -2.991
H 1.278 2.264 3.593
C 2.203 -2.959 -1.241
C -0.791 -0.340 2.262
C 0.714 2.721 -1.387
H 0.745 3.363 -2.267
O -1.252 -5.102 -1.897
H -1.808 0.428 4.815
H -1.321 0.454 -3.047
C -0.771 1.010 2.265
H 4.904 -4.019 -2.962
C -0.918 1.059 4.769
H -0.468 1.872 -3.647

Total charge: +2
LUMO energy (spin up / spin down) in eV: -8.27 / -10.25
Highest occupied orbital energy (spin up / spin down) in eV: -15.4 / -15.3
Multiplicity: 2
<S²>: 0.78
HOMO-LUMO gap (spin up / spin down) in eV: 7.15 / 5.09

[2]
Here is C19H24ClF3N5O6RbS as an isolated structure from the OMol25 dataset. Energies are from the ωB97M-V functional and the def2-TZVPD basis.

Cartesian coordinates (Å):
H -2.354 -1.335 1.074
N 0.233 0.287 2.342
S 1.159 3.447 0.793
H 0.145 -2.480 2.082
H -5.235 -1.790 -0.651
H -1.388 -2.656 2.948
Cl -3.643 1.861 2.825
F 4.573 4.657 -1.907
H 2.089 1.185 2.417
C 3.516 0.017 0.598
O -3.491 0.210 -1.473
C 1.003 -2.588 -1.574
C 1.995 -1.754 -0.794
C 2.761 3.204 -1.452
C -1.515 -2.963 0.155
C 3.250 -1.430 -1.283
C 1.659 2.730 -0.681
H -0.648 -3.586 0.402
H -0.028 1.228 2.602
H -1.494 -0.231 3.313
C -4.662 -0.081 -1.837
H -2.403 -3.592 0.349
N -0.264 -1.876 -1.707
C 3.109 2.570 -2.632
H 0.876 -3.559 -1.076
C 2.254 -0.396 1.038
N 0.977 1.635 -1.122
F 4.245 4.146 0.161
H 0.712 0.217 -2.575
H 3.948 2.936 -3.210
C 2.377 1.480 -3.065
O -2.330 2.055 3.393
H 2.051 -0.424 3.155
H -1.581 -3.491 -1.945
H 3.581 -1.824 -2.236
C 4.023 -0.526 -0.565
H -5.364 -0.267 0.221
H -0.229 -1.055 -1.109
C 1.319 1.062 -2.263
F 2.905 5.518 -0.852
H 1.425 -2.797 -2.566
O -3.822 2.809 1.755
O -4.649 2.021 3.827
C -0.812 -1.988 2.277
N -1.449 -1.787 0.997
H -6.593 -0.711 -1.010
C 1.671 0.181 2.310
Rb -1.878 1.449 0.258
C 3.585 4.367 -0.999
O -5.168 0.082 -2.962
H 2.608 0.963 -3.987
C -0.545 -0.700 3.051
H -2.314 -1.932 -1.556
H 4.988 -0.209 -0.943
N 1.536 -1.275 0.361
H 4.051 0.785 1.142
O -3.696 0.534 2.259
C -5.535 -0.741 -0.746
H -0.060 -1.003 4.000
C -1.472 -2.591 -1.327

Total charge: -2
LUMO energy in eV: 3.99
Highest occupied orbital energy in eV: -2.2
HOMO-LUMO gap in eV: 6.18

[3]
Here is C19H24F3N3O3S2 as an isolated structure from the OMol25 dataset. Energies are from the ωB97M-V functional and the def2-TZVPD basis.

Cartesian coordinates (Å):
H -3.492 -4.291 1.493
H -2.900 -0.313 -0.144
C -3.355 -2.247 0.773
C -2.061 3.329 -3.168
H 0.441 0.404 -5.502
O 3.053 1.429 5.406
C -2.819 -1.400 -0.179
C -2.476 -4.136 -0.417
O 2.567 3.206 3.694
H 0.112 -2.302 3.940
H -2.768 3.271 -4.005
H 2.064 -0.885 4.554
H -3.961 -1.809 1.568
F 5.923 -0.841 2.087
N -2.129 -1.912 -1.263
C 1.212 0.885 3.660
F 5.469 -0.926 4.238
H -0.121 2.595 -2.599
C -1.358 0.289 -2.164
C -1.584 -1.128 -2.263
S 2.672 1.819 4.071
H 2.190 0.645 1.459
C 3.181 1.094 1.551
H -1.693 4.356 -3.093
H 3.906 0.539 0.950
C 6.005 -0.154 3.259
H 0.198 2.540 2.726
N 3.629 0.966 2.928
H -1.951 1.215 -5.275
S 5.261 1.485 3.133
C -1.556 0.381 -4.672
C -0.944 -0.677 2.960
N -1.183 0.962 -3.362
C -0.875 2.405 -3.372
C -0.909 0.661 2.564
H -0.057 -1.183 -4.869
O -1.291 0.915 -1.076
C 0.119 -1.247 3.662
H -2.367 -0.346 -4.506
H -2.338 -5.205 -0.564
F 7.326 0.050 3.550
H -1.819 -1.285 2.715
H -0.428 2.592 -4.358
C 1.217 -0.463 4.015
H -0.736 -0.594 -6.398
H -1.694 1.076 1.934
C -2.026 -3.288 -1.403
C 0.149 1.478 2.968
C -0.400 -0.291 -5.401
H -1.327 -1.660 -3.181
C -3.128 -3.625 0.713
H 3.194 2.147 1.236
H -2.574 3.074 -2.236
H -1.568 -3.601 -2.338

Total charge: 0
LUMO energy in eV: -0.17
Highest occupied orbital energy in eV: -7.2
HOMO-LUMO gap in eV: 6.99

[4]
Here is a 8-piece molecular cluster, C19H24F3N5O9 overall from the OMol25 dataset. Energies are from the ωB97M-V functional and the def2-TZVPD basis.

Cartesian coordinates (Å):
N -2.759 1.857 -0.113
C -3.153 -3.231 0.864
C -0.340 -1.187 5.146
C -2.489 4.030 2.460
N 0.300 -2.641 -4.711
C -1.407 -0.918 -3.659
C -2.478 3.610 -2.016
H 4.121 -0.743 -3.147
C -0.820 2.603 2.714
H -3.328 3.557 1.949
H -1.609 -4.474 1.352
O -4.594 -4.983 3.391
H 3.298 -1.836 -4.310
F -0.671 5.514 2.132
H -1.310 -1.206 5.642
C 4.168 -2.958 -2.854
C 6.025 2.744 -1.275
N 7.009 0.574 -2.366
F -0.176 -1.655 -0.944
C 6.584 1.520 -1.898
C -2.537 -4.560 0.787
H -3.017 3.318 -2.917
N 4.242 -3.909 -2.228
O 1.426 0.993 0.303
C 0.139 0.352 0.304
C -2.600 2.590 -0.954
H 0.332 -1.855 5.686
C 4.161 -1.706 -3.656
H 0.081 -0.186 5.239
H 4.935 2.731 -1.295
C -1.377 4.505 1.528
H -1.959 -1.364 -2.832
O -0.573 3.324 1.600
F -4.110 -3.159 -0.083
C -0.471 -1.868 -4.242
H -0.525 0.628 -0.514
C -0.405 -1.848 3.835
H -1.757 4.949 0.608
H 6.468 3.666 -1.651
H -0.917 0.001 -3.337
C 2.389 0.368 -0.381
H -2.677 4.633 -1.696
C 0.625 -0.993 -0.090
C -3.971 -4.587 2.383
H -1.479 3.639 -2.450
O 1.808 -0.764 -0.807
N -0.493 -2.438 2.820
H -0.496 0.431 1.187
O -1.887 3.063 3.292
O 3.525 0.743 -0.621
O -3.402 -5.372 1.509
H 0.815 -1.653 0.757
H -2.402 -4.972 -0.214
O -3.693 -3.304 2.101
H -3.016 4.860 2.930
H -2.538 -2.355 0.658
H -2.114 -0.688 -4.456
O -0.142 1.651 3.081
H 6.225 2.642 -0.209
H 5.018 -1.686 -4.329

Total charge: 0
Structure (SMILES): O=C1OC[C@@H](F)O1.O=C1OC[C@@H](F)O1.O=C1OC[C@@H](F)O1.CC#N.CC#N.CC#N.CC#N.CC#N
LUMO energy in eV: -0.40
Highest occupied orbital energy in eV: -10.8
HOMO-LUMO gap in eV: 10.42

Computed values of relative energy (zero: lowest compared OMol25 entry of this formula, charge and spin) (unit: eV) for the preceding records, in sequence: 0.9503 0.2152 0.0000 1.4717.